No. 1
C31H28CdO7SSi | wB97M-V/def2-TZVPD

Values from the calculation:
HOMO-LUMO gap: 6.12 eV
Charge: -2
Highest occupied orbital energy: -2.07 eV
Energy above the lowest of the compared OMol25 structures with the same formula, charge and spin: 0.000 eV
E_tot: -70217.797 eV
LUMO level: 4.058 eV

Last column: natural (NBO) charge in e.
CARTESIAN COORDINATES (ANGSTROEM)
Cd -0.738 -0.292 0.414  1.669
O -2.991 1.717 -2.569  -0.712
C -2.186 0.913 -2.093  0.780
O -1.370 1.155 -1.144  -0.873
C -2.091 -0.447 -2.788  -0.188
C -1.958 -0.388 -4.175  -0.125
C -1.851 -1.526 -4.957  -0.290
C -1.902 -2.769 -4.338  -0.232
C -2.049 -2.846 -2.965  -0.252
C -2.140 -1.704 -2.155  -0.116
S -2.384 -1.965 -0.419  -0.561
H -1.957 0.594 -4.632  0.205
H -1.736 -1.445 -6.032  0.186
H -1.823 -3.679 -4.924  0.185
H -2.088 -3.813 -2.476  0.204
C 5.562 -0.426 0.629  -0.607
C 4.192 -0.953 0.205  -0.503
C 4.110 -0.979 -1.323  -0.612
C 4.026 -2.382 0.734  -0.613
Si 2.694 0.067 0.849  2.018
O 1.380 -0.673 0.361  -1.417
C 2.855 0.066 2.746  -0.406
C 2.103 -0.880 3.450  -0.218
C 2.167 -0.977 4.834  -0.213
C 2.997 -0.130 5.556  -0.246
C 3.751 0.820 4.881  -0.231
C 3.674 0.915 3.497  -0.231
C 2.871 1.836 0.188  -0.510
C 3.973 2.671 0.399  -0.220
C 4.032 3.954 -0.131  -0.235
C 2.979 4.435 -0.896  -0.236
C 1.874 3.626 -1.122  -0.239
C 1.824 2.345 -0.587  -0.093
H 6.352 -1.116 0.298  0.178
H 5.643 -0.331 1.716  0.205
H 5.775 0.548 0.182  0.203
H 4.896 -1.626 -1.741  0.173
H 4.239 0.022 -1.745  0.206
H 3.140 -1.357 -1.652  0.233
H 4.800 -3.038 0.310  0.174
H 3.046 -2.782 0.464  0.232
H 4.117 -2.418 1.823  0.203
H 1.432 -1.527 2.896  0.236
H 1.550 -1.702 5.353  0.201
H 3.038 -0.197 6.638  0.193
H 4.386 1.505 5.434  0.191
H 4.251 1.686 2.999  0.201
H 4.814 2.324 0.990  0.191
H 4.900 4.578 0.057  0.186
H 3.018 5.438 -1.309  0.189
H 1.036 3.987 -1.705  0.212
H 0.941 1.745 -0.770  0.239
O -1.115 -0.023 2.670  -0.825
C -0.442 1.028 2.895  0.758
O 0.088 1.742 2.030  -0.724
C -0.243 1.406 4.350  -0.130
C -0.901 0.714 5.357  -0.178
C -0.676 0.995 6.707  -0.278
C 0.242 1.978 6.982  0.202
O 0.655 2.460 8.215  -0.506
C 1.838 3.181 7.898  0.235
O 1.731 3.617 6.558  -0.507
C 0.892 2.672 5.979  0.268
C 0.670 2.421 4.652  -0.237
H -1.581 -0.073 5.060  0.239
H -1.181 0.457 7.499  0.211
H 2.703 2.508 7.994  0.134
H 1.926 4.042 8.558  0.160
H 1.179 2.937 3.849  0.262

No. 2
C31H28Cl3F9GePPtSi2 | wB97M-V/def2-TZVPD

Values from the calculation:
HOMO-LUMO gap (alpha / beta): 6.46 / 6.96 eV
Charge: 0
2S+1: 4
Highest occupied orbital energy (alpha / beta): -6.87 / -9.38 eV
Energy above the lowest of the compared OMol25 structures with the same formula, charge and spin: 0.000 eV
E_tot: -179440.129 eV
LUMO level (alpha / beta): -0.405 / -2.419 eV

Last column: Mulliken spin population.
CARTESIAN COORDINATES (ANGSTROEM)
Pt 0.574 0.498 1.214  1.107
C -1.088 -0.341 4.365  0.073
Si -1.200 0.743 2.842  0.337
C -2.896 0.592 2.051  0.057
C -0.797 2.542 3.282  0.013
C -1.126 3.000 4.561  0.015
C -0.831 4.294 4.962  0.011
C -0.178 5.152 4.088  0.011
C 0.175 4.707 2.823  0.009
C -0.130 3.414 2.395  -0.005
Si 0.448 2.843 0.683  0.196
C 2.049 3.698 0.212  0.066
C -0.852 3.223 -0.626  0.102
H -1.902 -0.128 5.066  0.015
H -0.138 -0.191 4.882  0.007
H -1.157 -1.394 4.088  0.008
H -3.658 0.945 2.754  0.011
H -3.127 -0.443 1.793  -0.006
H -2.973 1.196 1.145  -0.006
H -1.617 2.335 5.265  0.001
H -1.099 4.628 5.956  0.000
H 0.069 6.160 4.397  0.001
H 0.709 5.383 2.163  0.002
H 1.901 4.776 0.097  0.014
H 2.420 3.318 -0.743  -0.012
H 2.819 3.538 0.969  -0.004
H -0.996 4.305 -0.702  0.017
H -1.815 2.776 -0.373  -0.014
H -0.539 2.860 -1.609  -0.020
Cl 3.101 2.015 3.618  0.061
Ge 2.689 0.309 2.344  0.186
Cl 2.964 -1.388 3.696  0.059
Cl 4.441 0.167 1.036  0.058
F 3.677 -6.663 -1.310  0.000
C 2.651 -6.537 -0.452  0.000
F 1.718 -7.428 -0.834  0.000
F 3.090 -6.912 0.754  0.000
C 2.103 -5.136 -0.457  0.003
C 2.215 -4.324 0.654  0.045
C 1.699 -3.033 0.613  0.063
C 1.080 -2.567 -0.535  -0.119
C 0.977 -3.394 -1.657  0.014
C 1.485 -4.676 -1.618  0.002
P 0.398 -0.884 -0.582  0.678
C 1.067 -0.174 -2.121  -0.023
C 2.227 0.587 -2.032  -0.021
C 2.795 1.132 -3.174  0.030
C 2.195 0.922 -4.404  0.006
C 1.037 0.160 -4.506  0.004
C 0.477 -0.390 -3.367  0.011
C 2.759 1.536 -5.656  -0.001
F 3.962 2.088 -5.459  0.000
F 1.951 2.502 -6.129  0.000
F 2.888 0.627 -6.637  0.000
C -1.378 -1.125 -0.881  -0.131
C -2.140 -0.118 -1.467  0.170
C -3.513 -0.258 -1.586  -0.005
C -4.129 -1.404 -1.111  0.015
C -3.382 -2.412 -0.516  0.004
C -2.010 -2.272 -0.398  0.076
C -5.623 -1.553 -1.185  0.000
F -5.982 -2.800 -1.530  0.001
F -6.173 -0.717 -2.075  0.000
F -6.196 -1.299 0.004  0.001
H 2.697 -4.684 1.553  0.002
H 1.768 -2.406 1.490  -0.086
H 0.494 -3.039 -2.558  0.004
H 1.401 -5.325 -2.480  0.000
H 2.691 0.758 -1.067  -0.083
H 3.701 1.718 -3.101  0.002
H 0.578 -0.001 -5.473  0.001
H -0.428 -0.978 -3.453  0.003
H -1.664 0.786 -1.827  -0.023
H -4.102 0.524 -2.046  0.001
H -3.871 -3.304 -0.148  0.000
H -1.431 -3.058 0.070  -0.015

No. 3
C31H28ClGaNP2 | wB97M-V/def2-TZVPD

Values from the calculation:
HOMO-LUMO gap: 7.04 eV
Charge: +1
Highest occupied orbital energy: -10.09 eV
E_tot: -117561.383 eV
LUMO level: -3.053 eV

Last column: natural (NBO) charge in e.
CARTESIAN COORDINATES (ANGSTROEM)
Ga 1.142 -0.189 -0.393  1.237
C 1.792 -0.260 2.712  -0.705
P 1.081 1.116 1.698  0.969
C -0.470 1.828 2.273  -0.396
C -0.858 3.111 1.840  -0.188
C -2.073 3.644 2.349  -0.203
C -2.900 2.949 3.212  -0.182
C -2.522 1.598 3.559  -0.189
C -1.327 1.070 3.078  -0.205
C 2.326 2.387 2.121  -0.353
C 2.293 2.988 3.404  -0.193
C 3.342 3.840 3.814  -0.192
C 4.356 4.161 2.904  -0.190
C 4.385 3.519 1.677  -0.182
C 3.413 2.559 1.316  -0.205
C 1.141 -1.524 2.248  0.072
C 0.602 -2.549 2.979  -0.282
C -0.267 -3.285 2.101  -0.287
C -0.072 -2.706 0.840  0.086
C -1.005 -2.807 -0.309  -0.666
P -0.728 -1.372 -1.595  0.948
C -0.177 -2.329 -3.012  -0.388
C -0.557 -1.943 -4.278  -0.190
C -0.240 -2.768 -5.348  -0.194
C 0.587 -3.895 -5.178  -0.188
C 0.938 -4.259 -3.899  -0.146
C 0.595 -3.482 -2.834  -0.216
C -2.291 -0.686 -2.113  -0.382
C -3.331 -1.414 -2.594  -0.187
C -4.409 -0.752 -3.141  -0.185
C -4.459 0.646 -3.256  -0.175
C -3.488 1.373 -2.556  -0.187
C -2.373 0.739 -2.050  -0.193
N 0.904 -1.718 0.923  -0.700
H 1.696 -0.170 3.795  0.274
H 2.839 -0.236 2.415  0.262
H -0.197 3.805 1.279  0.237
H -2.434 4.607 2.015  0.227
H -3.683 3.506 3.761  0.239
H -3.138 0.984 4.257  0.236
H -1.054 0.009 3.300  0.240
H 1.349 2.821 3.970  0.227
H 3.299 4.338 4.769  0.231
H 5.117 4.909 3.189  0.236
H 5.231 3.663 1.002  0.227
H 3.511 2.018 0.398  0.217
H 0.644 -2.736 4.088  0.230
H -0.853 -4.184 2.445  0.237
H -2.030 -2.809 0.093  0.261
H -0.890 -3.744 -0.848  0.249
H -1.144 -1.044 -4.499  0.229
H -0.753 -2.561 -6.250  0.224
H 0.922 -4.466 -6.042  0.232
H 1.500 -5.174 -3.772  0.222
H 1.038 -3.708 -1.878  0.227
H -3.429 -2.503 -2.467  0.234
H -5.240 -1.387 -3.411  0.228
H -5.370 1.099 -3.571  0.232
H -3.567 2.490 -2.503  0.231
H -1.542 1.292 -1.609  0.216
Cl 4.178 -0.847 -0.609  -0.061
C 2.800 -0.027 -1.529  -0.888
H 2.701 -0.512 -2.529  0.246
H 3.155 0.980 -1.753  0.235